Formula: C16H27FN2O3P
Source: the Open Molecules 2025 dataset
Level of theory: ωB97M-V with the def2-TZVPD basis set

Each line ends with the Löwdin charge.
Cartesian coordinates (Å):
1 C 0.47241 -5.24526 1.13202  -0.172
2 C 0.14569 -3.87818 0.28735  -0.397
3 P -1.66363 -3.69612 -0.29342  0.978
4 C -2.91732 -3.71621 1.14639  -0.361
5 C -3.94847 -2.42788 0.87357  -0.183
6 O -2.08221 -4.79446 -1.57774  -0.263
7 C -2.15380 -3.91228 -2.78988  -0.277
8 O -2.78310 -4.35098 -3.90973  0.025
9 C -1.42671 -2.41308 -2.81491  -0.045
10 C 0.18680 -2.23283 -3.21431  0.046
11 C 0.85852 -0.73290 -3.17531  0.071
12 N 0.05334 0.52017 -2.78283  -0.119
13 C 0.70126 1.88687 -2.70964  -0.119
14 C 1.85696 2.04011 -1.55456  -0.243
15 C 1.55383 1.20354 -0.16905  -0.054
16 F 1.91141 3.48842 -1.18537  -0.106
17 C -1.45049 0.45271 -2.44419  0.071
18 C -2.22222 -1.00097 -2.45375  0.028
19 H 0.26097 -5.03228 2.26380  0.083
20 H -0.15196 -6.13906 0.69940  0.087
21 H 1.64494 -5.43012 1.02168  0.093
22 H 0.40313 -2.93404 0.94560  0.100
23 H 0.81859 -3.87433 -0.69824  0.086
24 H -2.45781 -3.59722 2.21610  0.099
25 H -3.61409 -4.67270 1.10132  0.103
26 H -3.28610 -1.64614 0.26524  0.037
27 H -4.79708 -2.76261 0.11037  0.093
28 H -4.36720 -1.96358 1.86355  0.089
29 H 0.85408 -3.14468 -3.52258  0.121
30 H 1.99109 -0.54504 -3.44656  0.148
31 H 1.15664 2.19138 -3.75552  0.157
32 H -0.14151 2.68347 -2.44755  0.153
33 H 2.93563 1.74426 -1.93922  0.157
34 H 1.02412 0.17401 -0.34028  0.072
35 H 2.57951 0.96465 0.39117  0.111
36 H 0.94081 1.89214 0.55168  0.082
37 H -2.06287 1.40718 -2.15083  0.141
38 H -3.37024 -1.10478 -2.16550  0.125
39 C 2.21411 5.59123 4.45958  -0.012
40 C 1.54446 4.38838 3.85689  -0.548
41 O 1.07678 3.48668 4.54914  0.020
42 N 1.46190 4.31084 2.49812  -0.004
43 C 1.94392 5.25469 1.51789  -0.085
44 H 2.20165 5.50808 5.55011  0.089
45 H 3.25498 5.64521 4.12946  0.087
46 H 1.67656 6.50021 4.17664  0.087
47 H 0.99751 3.47153 2.17081  0.114
48 H 1.09157 5.58499 0.91815  0.084
49 H 2.65733 4.73689 0.87134  0.069
50 H 2.42633 6.12010 1.97362  0.080

- LUMO (eV) = -5.312
- maximum force (Eh/bohr) = 0.1922
- frontier orbital gap (eV) = 5.9084
- multiplicity = 1
- HOMO (hartree) = -0.4123
- M (g/mol) = 345.38
- E (eV) = -38140.057
- total charge = +1